[1]
This record from the OMol25 dataset describes 2 unconnected molecules or ions with the total composition C2H7S2. The level of theory is ωB97M-V/def2-TZVPD.

```
11
Properties=species:S:1:pos:R:3
S -2.56080 2.32201 0.96011
H -1.83364 3.27565 1.56285
C 1.25585 -1.31879 -0.00657
C 0.02756 -0.60537 -0.58269
S 0.28228 1.17864 -0.73143
H 2.02759 -1.38290 -0.79085
H 1.65663 -0.82760 0.86777
H 1.05329 -2.37294 0.20358
H -0.84489 -0.75460 0.04614
H -0.20311 -1.07707 -1.53600
H -0.86074 1.56296 0.00709
```

Values from the calculation:
HOMO energy	-3.0	eV
total charge	-1
spin multiplicity	1
frontier orbital gap	6.747	eV
M	95.21	Da

Löwdin atomic charge list, values in e, 6 entries: atom 1 (S): -0.1723, atom 2 (H): -0.4216, atom 3 (C): -0.2143, atom 4 (C): -0.6678, atom 5 (S): 0.5396, atom 6 (H): 0.0575



[2]
This record from the OMol25 dataset describes 2 unconnected molecules or ions with the total composition C2H7S2. The level of theory is ωB97M-V/def2-TZVPD.

```
11
Properties=species:S:1:pos:R:3
C 0.73043 1.12918 -1.23011
S 0.76376 -0.36861 -2.25799
H 0.13350 1.79566 -1.91631
H 0.24514 1.03093 -0.23939
H 1.66445 1.56487 -0.93400
H 1.62263 -0.99211 -1.49290
C -1.10283 -0.87581 1.65762
S -0.06862 0.59678 1.84273
H -2.19849 -0.92391 1.80906
H -1.15819 -1.16370 0.56653
H -0.63177 -1.79326 2.19474
```

Values from the calculation:
HOMO energy (spin up / spin down)	-9.0 / -9.0	eV
total charge	0
spin multiplicity	2
frontier orbital gap (spin up / spin down)	9.852 / 7.055	eV
M	95.21	Da
⟨S²⟩	0.75

Löwdin atomic charge list, values in e, 6 entries: atom 1 (C): -0.5232, atom 2 (S): 0.6355, atom 3 (H): 0.0409, atom 4 (H): -0.1200, atom 5 (H): 0.0256, atom 6 (H): -0.1815



The records above give, respectively, strongest force on any atom values of 0.0210, 0.0483 Eh/bohr.
The records above give, respectively, ΔE to the lowest compared entry with this formula, charge and spin values of 13.37, 67.03 kJ/mol.